C42H31I2N2O3PRe as an isolated structure. Source: the OMol25 dataset; level of theory: ωB97M-V/def2-TZVPD.

Structure (ORCA input):
```
! wB97M-V def2-TZVPD RIJCOSX def2/J DEFGRID3
* xyz -2 2
Re -0.75 -0.50 -0.16
O 1.35 -4.70 1.88
C 0.88 -3.62 1.49
O -0.28 -3.19 1.52
C 1.97 -2.65 0.93
P 1.45 -0.97 0.37
C 2.19 -0.02 1.76
C 1.66 -0.42 2.99
C 1.99 0.22 4.17
C 2.88 1.29 4.14
C 3.43 1.69 2.94
C 3.08 1.05 1.76
C 2.46 -0.85 -1.16
C 2.26 -1.91 -2.05
C 2.88 -1.95 -3.28
C 3.71 -0.91 -3.67
C 3.94 0.14 -2.80
C 3.32 0.16 -1.55
H 2.50 -3.13 0.11
H 2.70 -2.53 1.74
H 0.96 -1.25 3.02
H 1.55 -0.10 5.10
H 3.14 1.81 5.06
H 4.11 2.53 2.90
H 3.50 1.42 0.84
H 1.59 -2.72 -1.76
H 2.69 -2.78 -3.95
H 4.19 -0.92 -4.64
H 4.58 0.96 -3.09
H 3.51 1.00 -0.91
I -4.55 -1.82 3.31
C -3.99 -2.72 1.52
C -4.68 -3.83 1.07
C -4.33 -4.43 -0.13
I -5.46 -6.08 -0.74
C -3.27 -3.95 -0.93
C -2.86 -4.49 -2.17
C -1.78 -3.87 -2.82
C -1.17 -2.78 -2.28
N -1.55 -2.20 -1.10
C -2.58 -2.82 -0.43
C -2.93 -2.19 0.79
O -2.25 -1.12 1.12
H -5.49 -4.23 1.66
H -3.35 -5.36 -2.59
H -1.41 -4.26 -3.76
H -0.33 -2.31 -2.77
C -0.42 0.31 -1.64
C -0.36 0.97 -2.92
C -0.51 2.37 -2.97
C -0.44 3.05 -4.17
C -0.21 2.36 -5.35
C -0.07 0.98 -5.32
C -0.13 0.29 -4.13
H -0.68 2.90 -2.04
H -0.55 4.13 -4.17
H -0.16 2.90 -6.29
H 0.11 0.44 -6.24
H -0.01 -0.78 -4.12
C -3.58 1.99 4.06
C -2.57 1.07 4.30
C -1.61 0.80 3.34
C -1.63 1.46 2.11
C -2.67 2.35 1.86
C -3.64 2.62 2.82
N -0.61 1.29 1.14
C 0.19 2.38 1.00
C 1.07 2.54 -0.10
C 1.87 3.65 -0.24
C 1.88 4.67 0.70
C 1.05 4.53 1.80
C 0.23 3.43 1.96
H -4.33 2.19 4.81
H -2.53 0.54 5.25
H -0.84 0.07 3.52
H -2.70 2.85 0.90
H -4.43 3.31 2.60
H 1.11 1.76 -0.84
H 2.51 3.71 -1.12
H 2.51 5.55 0.58
H 1.05 5.29 2.58
H -0.37 3.36 2.85
*
```

Output
- Highest occupied orbital energy (spin up / spin down): 0.01 / -1.50 eV
- Kohn-Sham gap (spin up / spin down): 3.76 / 5.26 eV
- LUMO (spin up / spin down): 3.77 / 3.76 eV
- M: 1082.71 g mol⁻¹